a.
DFT (ωB97M-V/def2-TZVPD) results for an isolated ion of composition C4H10N3 and charge +1.

Values from the calculation:
total charge: +1
SMILES: CN1CC[NH+]=NC1
HOMO energy: -14.026 eV

XYZ file:
```
17
C4H10N3 (ωB97M-V/def2-TZVPD)
C 1.895 0.287 -0.614
N 0.661 0.254 0.221
C 0.062 -1.012 0.395
C -1.535 -0.847 0.270
N -1.604 0.168 -0.702
N -0.844 1.179 -0.629
C -0.120 1.318 0.622
H 2.537 1.123 -0.335
H 2.652 -0.567 -0.540
H 1.535 0.427 -1.664
H 0.097 -1.509 1.326
H 0.350 -1.800 -0.344
H -1.902 -1.914 0.034
H -1.777 -0.430 1.226
H -1.824 -0.208 -1.696
H 0.450 2.255 0.781
H -0.633 1.276 1.650
```


b.
DFT (ωB97M-V/def2-TZVPD) results for an isolated ion of composition C4H10N3 and charge +1.

Values from the calculation:
total charge: +1
HOMO energy (alpha / beta): -13.180 / -13.182 eV

XYZ file:
```
17
C4H10N3 (ωB97M-V/def2-TZVPD)
C -0.023 1.720 -0.863
C 1.343 1.052 0.933
C -0.097 0.432 1.515
C -0.361 -1.181 -1.530
N 1.017 1.714 -0.257
N -0.949 0.109 0.532
N -0.853 -1.242 -0.152
H -0.429 2.049 -1.715
H 1.861 1.647 1.544
H 2.189 0.251 0.763
H -0.013 -0.402 2.260
H -0.678 1.138 2.079
H -0.181 -2.139 -1.968
H -1.092 -0.604 -2.089
H 0.611 -0.986 -1.371
H -1.850 -1.596 -0.128
H -0.494 -1.963 0.447
```


The most stable of them is a.